Density functional theory data (ωB97M-V/def2-TZVPD) for C29H30BF4HgO2P2S2 as an isolated structure.

```
71
Properties=species:S:1:pos:R:3:forces:R:3
Hg 0.475 -0.621 -0.297 -0.21 0.00 0.11
S -1.089 2.592 0.648 -0.02 -0.02 0.03
P -1.670 1.747 -1.063 -0.04 0.05 -0.01
C -1.510 0.044 -1.113 0.21 0.08 -0.04
P -1.855 -1.077 -2.366 -0.03 0.00 -0.01
S -1.137 -2.899 -2.034 0.01 -0.03 0.02
C -3.669 -1.259 -2.587 0.02 -0.01 -0.01
C -4.202 -1.832 -3.741 0.01 0.02 -0.01
C -5.568 -2.042 -3.857 0.00 0.00 0.00
C -6.418 -1.700 -2.812 0.00 0.00 0.00
C -5.891 -1.157 -1.649 0.01 0.01 0.00
C -4.524 -0.939 -1.540 0.00 0.01 -0.01
C -1.253 -0.483 -3.993 -0.02 -0.04 -0.02
C -2.024 0.258 -4.885 0.03 -0.02 -0.01
C -1.449 0.814 -6.022 0.02 0.01 0.00
C -0.096 0.642 -6.274 -0.02 0.00 0.00
C 0.683 -0.099 -5.394 0.02 -0.03 0.01
C 0.102 -0.662 -4.269 -0.02 -0.01 -0.06
C -0.830 2.672 -2.408 0.06 -0.04 0.02
C 0.401 2.217 -2.872 -0.01 0.01 -0.02
C 1.124 2.938 -3.814 -0.03 0.01 0.01
C 0.607 4.128 -4.308 0.00 -0.01 0.00
C -0.617 4.598 -3.847 -0.02 0.00 0.00
C -1.328 3.879 -2.898 0.02 0.03 0.02
C -3.444 2.151 -1.343 -0.01 -0.04 0.01
C -4.285 2.325 -0.248 0.00 0.00 0.01
C -5.650 2.500 -0.426 0.00 0.00 0.01
C -6.192 2.513 -1.705 0.00 0.00 -0.01
C -5.359 2.356 -2.803 0.00 -0.01 0.00
C -3.996 2.175 -2.621 -0.03 0.01 0.02
H -3.538 -2.122 -4.546 0.00 0.01 -0.01
H -5.970 -2.481 -4.763 0.00 0.00 0.00
H -7.486 -1.863 -2.903 0.00 0.00 0.00
H -6.544 -0.888 -0.827 0.00 0.00 0.00
H -4.100 -0.513 -0.640 0.00 0.03 0.02
H -3.081 0.402 -4.700 -0.02 -0.02 -0.01
H -2.061 1.397 -6.702 0.00 0.00 0.00
H 0.360 1.099 -7.143 0.00 0.00 0.00
H 1.748 -0.206 -5.560 0.01 0.00 -0.01
H 0.714 -1.232 -3.579 0.00 -0.01 0.01
H 0.816 1.286 -2.502 -0.02 0.04 0.02
H 2.080 2.562 -4.153 0.02 0.00 0.00
H 1.164 4.689 -5.049 0.01 0.00 0.00
H -1.019 5.532 -4.224 0.00 0.00 0.00
H -2.267 4.269 -2.526 -0.01 -0.01 0.01
H -3.845 2.328 0.743 0.00 0.00 0.00
H -6.293 2.628 0.437 0.00 0.00 0.00
H -7.259 2.645 -1.844 0.00 0.00 0.00
H -5.772 2.363 -3.805 0.00 0.00 0.00
H -3.349 2.057 -3.479 0.02 0.02 -0.01
C 2.022 1.292 2.498 -0.02 0.03 -0.02
O 1.377 0.092 2.868 0.00 -0.03 0.03
C 0.157 0.314 3.538 0.00 -0.04 -0.03
C -0.570 -1.013 3.644 -0.02 0.05 0.02
O -1.240 -1.397 2.469 0.06 -0.11 0.04
C -2.468 -0.729 2.269 0.02 -0.01 -0.06
H 2.336 1.857 3.388 0.00 0.01 0.00
H 1.367 1.918 1.884 0.02 -0.02 0.01
H 2.900 1.019 1.917 0.01 0.01 0.00
H -0.448 1.046 2.990 -0.01 0.00 0.01
H 0.347 0.710 4.551 0.02 0.01 -0.01
H -1.274 -0.985 4.491 -0.02 0.03 -0.01
H 0.175 -1.787 3.840 -0.02 -0.01 0.03
H -3.158 -0.939 3.101 0.01 0.01 0.00
H -2.879 -1.110 1.337 0.00 0.00 0.00
H -2.336 0.351 2.157 0.00 0.02 -0.01
F 5.691 0.476 -4.340 0.00 0.01 0.00
B 4.418 0.939 -4.716 0.03 0.03 -0.02
F 4.051 0.356 -5.953 -0.03 0.00 0.01
F 4.448 2.346 -4.862 -0.03 -0.03 0.00
F 3.466 0.593 -3.736 0.03 0.00 -0.07
```
Positions in Å, forces in eV/Å.

Properties
- Relative energy (zero: lowest compared OMol25 entry of this formula, charge and spin): 0.029 eV
- Net charge: -2
- Expectation value of S²: 0.76
- E: -90632.72952 eV
- Spin multiplicity: 2
- HOMO (alpha / beta): -1.7 / -2.5 eV
- LUMO energy (alpha / beta): 0.1548 / 0.1514 Eh

---

Density functional theory data (ωB97M-V/def2-TZVPD) for C33H41CoFN6O2SSi3 as an isolated structure in a non-equilibrium geometry.

```
88
Properties=species:S:1:pos:R:3:forces:R:3
Co 0.169 -0.252 -0.352 0.18 0.75 0.51
C 1.037 -2.872 2.714 -0.04 0.00 -0.13
Si -0.502 -1.776 2.453 -0.12 0.17 0.22
C -1.261 -1.940 4.201 0.05 0.05 -0.02
C -1.806 -2.672 1.411 0.09 0.02 -0.10
C -0.130 -0.063 1.844 -0.03 -0.17 -0.03
Si -1.534 1.099 2.339 -0.01 0.07 0.03
C -1.652 2.852 1.651 0.06 -0.03 -0.09
C -3.232 0.360 2.038 0.07 -0.10 -0.03
C -1.456 1.451 4.225 0.03 -0.09 -0.05
Si 1.478 0.638 2.353 0.03 0.13 -0.01
C 1.578 2.520 2.550 -0.11 -0.03 -0.04
C 2.321 -0.051 3.911 -0.04 0.00 -0.01
C 2.810 0.533 0.982 -0.03 -0.17 -0.01
C 4.191 0.543 1.193 0.00 -0.01 -0.01
C 5.053 0.640 0.114 0.00 0.01 -0.01
C 4.519 0.760 -1.161 0.04 0.01 0.03
C 3.140 0.740 -1.299 0.02 0.03 0.03
N 2.313 0.609 -0.264 0.12 -0.41 0.00
H 0.853 -3.899 2.390 -0.03 0.00 0.08
H 1.282 -2.896 3.777 0.02 0.02 0.03
H 1.914 -2.518 2.174 0.10 0.01 -0.03
H -1.434 -3.004 4.399 0.03 -0.03 -0.03
H -2.216 -1.426 4.305 -0.05 0.01 0.00
H -0.586 -1.565 4.975 0.01 0.01 0.02
H -1.625 -3.754 1.419 -0.02 0.03 0.08
H -1.813 -2.315 0.380 -0.04 -0.02 0.01
H -2.802 -2.498 1.819 -0.05 0.00 0.05
H -1.522 2.843 0.573 -0.01 -0.01 -0.06
H -0.922 3.535 2.087 0.03 0.02 0.04
H -2.651 3.236 1.887 -0.01 -0.03 0.07
H -3.353 0.110 0.982 -0.01 0.01 -0.01
H -3.998 1.097 2.295 0.00 0.03 0.02
H -3.430 -0.540 2.619 -0.02 -0.02 0.05
H -0.545 1.990 4.492 0.03 0.05 0.02
H -1.483 0.546 4.829 -0.02 -0.05 0.06
H -2.305 2.075 4.522 -0.03 0.03 -0.05
H 0.980 2.912 3.371 -0.01 0.04 0.04
H 1.233 2.984 1.625 0.00 0.03 -0.03
H 2.621 2.808 2.713 0.02 -0.04 0.01
H 1.591 -0.148 4.718 -0.02 0.02 0.03
H 3.114 0.619 4.257 0.00 0.03 -0.01
H 2.756 -1.036 3.742 0.03 -0.04 0.01
H 4.577 0.470 2.203 0.00 -0.01 0.01
H 6.127 0.630 0.262 0.00 0.01 0.00
H 5.149 0.860 -2.035 -0.01 0.01 -0.02
H 2.681 0.821 -2.276 -0.02 -0.02 -0.02
N 0.359 -0.273 -2.328 -0.31 0.22 -0.31
C 0.312 0.257 -3.356 0.03 -0.50 -0.06
C 0.391 0.804 -4.642 0.09 0.08 0.08
C -0.707 0.876 -5.526 0.02 -0.01 0.06
N -1.560 0.950 -6.302 -0.06 -0.05 -0.05
C 1.659 1.233 -5.087 0.01 -0.05 0.00
N 2.712 1.558 -5.444 0.05 0.04 0.00
S -3.185 -0.311 -1.666 -0.03 0.06 0.01
C -4.663 -0.865 -1.140 0.09 -0.06 -0.02
N -5.693 -1.255 -0.756 -0.13 -0.12 0.01
F -0.422 1.454 -0.518 -0.05 0.17 -0.06
C 2.380 -4.769 -3.570 0.02 0.01 0.00
O 1.142 -4.860 -2.894 -0.01 0.04 0.12
C 0.125 -4.061 -3.333 -0.05 -0.08 0.08
C 0.110 -3.508 -4.604 0.02 0.02 0.00
C -0.998 -2.810 -5.058 -0.06 0.07 0.06
C -2.099 -2.643 -4.237 0.04 0.08 -0.04
C -2.076 -3.161 -2.956 -0.03 -0.04 0.14
C -0.977 -3.865 -2.483 0.11 0.18 -0.03
N -1.114 -4.485 -1.216 0.57 -0.06 0.36
C -0.188 -4.913 -0.337 -0.44 0.07 -0.58
C 1.107 -4.461 -0.153 0.24 -0.13 -0.18
C 2.071 -5.417 0.288 -0.04 0.03 -0.05
C 3.393 -5.118 0.366 0.03 -0.01 -0.07
C 3.815 -3.806 0.000 -0.13 0.00 0.05
C 2.929 -2.831 -0.328 -0.07 0.01 -0.10
C 1.503 -3.068 -0.325 -0.57 0.32 0.29
O 0.626 -2.164 -0.305 0.61 -0.93 -0.36
H 3.091 -5.337 -2.973 -0.01 0.00 0.03
H 2.714 -3.731 -3.639 -0.02 0.01 0.00
H 2.327 -5.199 -4.575 -0.02 -0.01 0.02
H 0.962 -3.635 -5.255 0.02 0.01 -0.01
H -0.992 -2.389 -6.051 0.00 0.09 -0.08
H -2.957 -2.074 -4.565 0.01 0.05 0.04
H -2.918 -2.987 -2.295 0.02 0.04 -0.01
H -2.072 -4.504 -0.891 -0.02 -0.35 -0.10
H -0.507 -5.779 0.244 -0.11 0.20 0.13
H 1.731 -6.427 0.492 -0.04 0.02 0.07
H 4.111 -5.867 0.673 0.02 0.04 -0.01
H 4.872 -3.561 0.013 -0.01 -0.03 0.02
H 3.278 -1.841 -0.557 0.01 0.31 -0.06
```
Positions in Å, forces in eV/Å.

Properties
- Relative energy (zero: lowest compared OMol25 entry of this formula, charge and spin): 0.000 eV
- Net charge: -2
- Expectation value of S²: 0.76
- E: -122738.12571 eV
- Spin multiplicity: 2
- HOMO (alpha / beta): -1.9 / -1.9 eV
- LUMO energy (alpha / beta): 0.1152 / 0.1151 Eh

---

Density functional theory data (ωB97M-V/def2-TZVPD) for a 9-piece molecular cluster, C63H58Br2ClNO22P overall in a non-equilibrium geometry.

```
148
Properties=species:S:1:pos:R:3:forces:R:3
C 3.368 -1.680 5.237 -0.06 0.02 -0.17
C 2.210 -0.799 5.737 0.18 -0.43 -0.02
C 0.873 -1.121 5.075 0.62 0.78 0.73
Br 0.421 -3.018 5.471 -0.01 0.29 -0.14
C 0.861 -0.888 3.561 -0.69 -1.91 -0.42
C -0.529 -0.474 3.019 -0.22 -0.06 -0.21
O -0.290 0.422 1.978 0.32 0.34 0.42
P 1.235 1.233 2.069 0.34 -0.33 -0.78
Cl 0.454 2.131 4.098 -0.23 0.30 0.51
C 1.863 0.487 0.476 -0.41 -0.57 0.21
C 0.767 -0.076 -0.454 0.87 -0.19 -0.35
C 0.475 -1.572 -0.222 -0.24 0.45 -1.07
C -0.033 -2.197 -1.541 -0.18 -0.47 0.50
N -1.123 -3.190 -1.313 0.31 0.16 -0.35
C 2.868 2.225 2.384 0.30 0.06 0.55
C 4.069 1.374 2.662 -0.62 0.12 -0.52
O 4.557 0.554 1.969 0.29 -0.03 0.15
Br 4.969 1.782 4.412 0.05 -0.04 0.03
C 0.395 2.778 1.289 0.00 0.17 -0.12
C 0.822 3.146 -0.089 -0.50 -0.23 0.12
O 1.902 3.510 -0.449 0.09 0.21 -0.03
O -0.211 3.019 -1.060 0.53 0.52 0.42
C -0.080 3.936 -2.086 0.17 -0.32 -1.11
C 0.141 3.295 -3.447 -0.70 -0.13 0.74
O -0.162 5.114 -1.929 -0.07 0.08 0.42
O 1.850 -0.064 3.048 -0.56 0.73 0.28
H 3.117 -2.156 4.287 0.04 0.08 -0.05
H 4.285 -1.115 5.077 -0.02 0.08 0.08
H 3.579 -2.488 5.938 0.00 0.02 0.03
H 2.387 0.265 5.571 0.06 -0.02 -0.19
H 2.128 -0.935 6.818 -0.22 0.09 0.00
H 0.102 -0.552 5.590 -0.14 -0.07 -0.16
H 0.994 -1.893 3.130 0.43 0.14 -0.07
H -1.205 -0.081 3.788 0.29 0.40 0.06
H -1.066 -1.334 2.598 0.25 -0.11 0.02
H 2.558 1.141 -0.046 -0.21 0.23 -0.02
H 2.471 -0.367 0.777 0.09 0.12 0.05
H -0.148 0.513 -0.443 -0.09 -0.08 0.09
H 1.159 -0.009 -1.479 -0.04 0.07 0.01
H -0.276 -1.722 0.550 0.13 -0.05 0.14
H 1.412 -2.073 0.024 -0.05 -0.02 0.43
H -0.365 -1.432 -2.243 -0.20 -0.10 0.38
H 0.798 -2.711 -2.038 0.02 0.28 -0.07
H -0.696 -4.107 -1.365 -0.15 -0.15 0.13
H -1.758 -3.156 -2.103 -0.11 -0.06 0.02
H 3.123 2.836 1.511 -0.17 -0.30 -0.19
H 2.707 2.907 3.210 -0.06 -0.04 0.13
H -0.678 2.641 1.352 -0.02 -0.12 -0.13
H 0.631 3.630 1.927 0.21 -0.02 -0.01
H 1.210 3.251 -3.642 0.07 -0.01 0.01
H -0.274 2.287 -3.418 0.18 -0.07 -0.18
H -0.373 3.892 -4.196 0.17 0.03 -0.11
C -6.243 -3.475 0.095 -0.09 -0.01 -0.08
C -6.489 -3.949 1.312 0.03 -0.03 -0.06
C -5.395 -4.463 2.172 0.02 0.03 0.10
O -5.623 -4.888 3.287 0.00 0.02 -0.02
C -4.018 -4.426 1.622 -0.05 0.01 -0.08
C -3.771 -3.960 0.399 0.09 -0.17 0.12
C -4.866 -3.449 -0.456 -0.01 0.05 0.11
O -4.647 -3.010 -1.568 -0.05 -0.13 -0.07
H -7.019 -3.077 -0.545 0.01 0.04 0.02
H -7.486 -3.972 1.733 0.02 -0.02 0.02
H -3.233 -4.798 2.269 -0.01 0.00 0.02
H -2.772 -3.921 -0.026 -0.03 0.15 0.04
C 1.129 0.377 -7.243 -0.05 0.01 0.02
C 0.555 0.061 -6.086 -0.06 0.00 0.03
C 1.324 -0.610 -5.011 0.02 0.01 -0.07
O 0.795 -0.907 -3.959 0.17 0.14 -0.37
C 2.754 -0.912 -5.268 0.09 -0.03 0.01
C 3.324 -0.594 -6.428 -0.03 -0.02 0.05
C 2.555 0.075 -7.506 0.01 -0.01 -0.06
O 3.078 0.365 -8.564 0.00 0.00 -0.01
H 0.588 0.866 -8.044 0.01 0.01 -0.01
H -0.486 0.270 -5.859 0.14 0.01 -0.11
H 3.295 -1.401 -4.468 -0.01 0.04 0.03
H 4.364 -0.806 -6.640 0.00 0.02 -0.02
C 6.971 0.208 -0.087 0.00 -0.07 0.04
C 8.061 0.712 0.488 -0.05 -0.03 -0.03
C 9.076 1.452 -0.297 0.04 0.02 0.10
O 10.073 1.910 0.223 0.00 -0.01 -0.04
C 8.831 1.613 -1.752 -0.04 -0.01 -0.10
C 7.744 1.111 -2.330 0.07 0.06 -0.01
C 6.727 0.369 -1.542 -0.02 0.00 0.05
O 5.738 -0.088 -2.074 0.00 -0.05 -0.07
H 6.218 -0.331 0.473 -0.04 0.06 -0.01
H 8.255 0.607 1.548 0.00 0.02 0.01
H 9.585 2.158 -2.307 0.02 0.01 0.03
H 7.547 1.217 -3.389 -0.04 -0.01 0.00
C -7.111 -0.951 3.362 0.00 0.00 0.06
C -6.729 -0.435 4.527 -0.05 -0.09 -0.04
C -6.046 0.881 4.599 0.11 0.04 0.03
O -5.700 1.350 5.662 -0.07 0.00 0.02
C -5.795 1.591 3.322 -0.02 -0.03 -0.07
C -6.179 1.076 2.156 0.08 0.11 -0.02
C -6.877 -0.230 2.085 0.00 -0.02 -0.09
O -7.247 -0.694 1.025 -0.10 0.02 0.12
H -7.615 -1.906 3.290 0.01 -0.01 -0.02
H -6.897 -0.942 5.469 0.03 0.02 0.02
H -5.277 2.539 3.395 0.01 -0.01 0.03
H -5.993 1.572 1.212 -0.01 -0.07 -0.04
C -2.414 -6.457 8.765 -0.09 -0.01 0.06
C -3.714 -6.201 8.887 0.08 -0.06 0.03
C -4.405 -5.270 7.960 -0.08 0.06 -0.04
O -5.590 -5.039 8.075 0.02 -0.02 0.03
C -3.592 -4.640 6.894 0.07 0.01 -0.02
C -2.290 -4.893 6.771 -0.10 0.01 -0.10
C -1.600 -5.824 7.697 0.06 0.03 -0.06
O -0.418 -6.066 7.588 -0.01 -0.05 0.01
H -1.891 -7.133 9.431 0.04 0.01 -0.02
H -4.325 -6.652 9.658 -0.03 0.02 -0.01
H -4.115 -3.965 6.228 -0.03 -0.03 -0.01
H -1.680 -4.434 5.999 -0.11 -0.09 0.14
C -4.584 2.036 -2.874 0.00 0.05 -0.05
C -3.875 2.172 -3.992 -0.05 0.03 0.03
C -2.961 1.099 -4.453 0.07 -0.13 0.10
O -2.300 1.229 -5.465 -0.16 0.14 -0.07
C -2.867 -0.129 -3.631 -0.04 0.03 0.01
C -3.574 -0.266 -2.513 0.13 -0.03 0.01
C -4.485 0.807 -2.047 0.12 -0.13 0.03
O -5.116 0.682 -1.021 -0.08 0.14 0.08
H -5.253 2.807 -2.513 0.00 -0.01 0.02
H -3.924 3.061 -4.608 0.03 -0.01 -0.02
H -2.188 -0.895 -3.985 0.05 0.02 -0.01
H -3.519 -1.153 -1.894 -0.01 0.09 -0.04
C 5.176 6.827 3.663 -0.03 -0.08 0.03
C 4.671 5.699 4.158 0.11 0.05 -0.08
C 3.356 5.685 4.849 -0.03 -0.10 0.00
O 2.894 4.665 5.306 0.00 0.05 0.06
C 2.628 6.975 4.960 -0.01 0.13 -0.02
C 3.136 8.100 4.463 -0.06 -0.05 0.05
C 4.450 8.114 3.776 0.04 0.05 -0.05
O 4.912 9.142 3.324 -0.01 0.00 0.02
H 6.133 6.860 3.158 0.00 0.03 -0.01
H 5.186 4.749 4.085 -0.07 -0.03 0.03
H 1.670 6.942 5.464 0.00 -0.05 0.00
H 2.622 9.050 4.534 0.03 0.02 -0.03
C -1.137 -1.635 -11.169 -0.07 -0.01 -0.06
C -1.530 -1.098 -12.321 -0.01 -0.05 0.08
C -0.650 -0.174 -13.079 0.01 0.05 -0.05
O -1.011 0.316 -14.129 -0.01 -0.02 0.00
C 0.683 0.129 -12.504 0.02 -0.03 0.07
C 1.078 -0.408 -11.352 0.07 0.07 -0.09
C 0.198 -1.333 -10.597 0.09 0.05 0.02
O 0.561 -1.820 -9.548 -0.06 -0.09 0.08
H -1.763 -2.310 -10.599 0.03 0.00 0.03
H -2.499 -1.305 -12.758 0.01 0.03 -0.03
H 1.308 0.806 -13.072 -0.03 0.01 -0.02
H 2.044 -0.197 -10.909 -0.03 -0.01 0.07
```
Positions in Å, forces in eV/Å.

Properties
- Net charge: -1
- E: -274698.09597 eV
- HOMO: -6.5 eV
- LUMO energy: -0.0184 Eh